# C40H88FN14O12P4Tl

A molecular structure, C40H88FN14O12P4Tl at a distorted geometry (ωB97M-V with the def2-TZVPD basis set, the OMol25 dataset).

Summary:
Orbital gap: 0.062 Eh
Total charge: +2
2S+1: 1

Structure (XYZ):
```
160
Properties=species:S:1:pos:R:3:forces:R:3
Tl 1.223 1.334 6.221 -0.1 -0.2 -0.6
C 0.769 -0.251 2.209 -0.1 0.8 2.8
O 0.908 0.575 3.337 0.3 -1.0 -2.4
H -0.144 0.119 1.743 -1.3 0.3 -0.4
H 1.428 -0.207 1.342 0.9 0.4 0.3
H 0.528 -1.261 2.541 0.0 -0.3 -0.2
C 0.181 -4.675 4.349 2.3 -0.1 0.3
C 1.613 -5.032 4.791 -0.3 -0.3 0.8
O 1.956 -3.898 5.653 0.2 -1.2 0.6
C 1.211 -2.849 5.335 0.9 1.7 -1.2
O 1.366 -1.684 5.705 -0.8 -2.9 -0.6
O 0.412 -3.252 4.309 -2.4 1.2 0.0
F 2.518 -5.071 3.791 -0.1 0.3 -0.3
H -0.508 -5.050 5.105 -0.2 0.7 0.2
H -0.111 -5.110 3.393 0.3 0.5 -0.1
H 1.700 -5.972 5.336 0.1 0.3 0.3
O 2.343 -6.320 -0.290 -0.1 -0.6 0.3
P 1.725 -5.398 -1.232 0.1 1.1 -2.5
N 0.624 -4.261 -0.677 -0.5 -0.2 -1.2
C 1.072 -3.412 0.371 1.4 0.2 1.1
C -0.776 -4.556 -0.592 -1.0 -1.4 -0.4
N 0.908 -6.114 -2.589 0.3 2.0 1.6
C 1.289 -7.406 -3.111 -0.4 -0.7 1.3
C 0.344 -5.209 -3.602 0.0 -0.5 0.0
N 2.945 -4.375 -1.894 0.0 0.9 0.2
C 4.370 -4.818 -1.717 -1.0 0.6 0.2
C 2.667 -3.179 -2.771 0.4 -1.4 0.0
H 0.272 -2.995 0.983 -0.2 0.0 -0.4
H 1.720 -2.621 -0.005 0.0 0.2 0.0
H 1.673 -4.007 1.059 0.3 0.1 0.4
H -0.954 -5.381 0.097 -0.2 0.0 0.4
H -1.171 -4.928 -1.538 0.0 0.2 -0.1
H -1.400 -3.719 -0.280 0.4 0.2 -0.1
H 1.190 -8.142 -2.314 -0.1 0.0 0.1
H 0.522 -7.671 -3.839 0.6 -0.1 -0.5
H 2.340 -7.494 -3.387 -0.1 0.2 -0.8
H 1.075 -5.029 -4.390 0.0 0.1 -0.2
H -0.515 -5.711 -4.047 0.0 0.0 -0.1
H -0.008 -4.251 -3.220 0.2 -0.2 0.3
H 5.080 -4.010 -1.891 -0.3 0.2 -0.5
H 4.517 -5.051 -0.662 -0.1 -0.6 -0.2
H 4.580 -5.655 -2.384 0.2 -0.1 0.2
H 1.672 -2.753 -2.640 0.1 -0.2 0.4
H 2.729 -3.494 -3.812 0.0 -0.1 -0.3
H 3.419 -2.393 -2.698 0.1 -0.1 0.6
O 1.518 3.829 -2.986 -0.1 -1.1 0.9
P 1.053 2.578 -3.624 0.1 -0.8 -2.7
N -0.092 2.876 -4.856 0.5 -1.6 1.2
C 0.264 3.614 -6.041 0.8 0.1 -0.5
C -1.556 2.723 -4.677 1.3 1.0 0.5
N 0.375 1.340 -2.657 -0.3 1.3 1.6
C 0.010 0.049 -3.147 0.1 -0.7 -1.2
C -0.219 1.620 -1.323 1.4 0.8 -1.1
N 2.307 1.780 -4.507 -0.8 1.4 1.8
C 2.077 0.853 -5.571 0.3 0.2 -0.5
C 3.684 1.809 -4.046 0.5 0.2 0.7
H -0.025 4.664 -6.016 -0.8 -0.1 -0.2
H -0.078 3.012 -6.883 -0.6 0.6 -0.4
H 1.326 3.723 -6.260 0.4 -0.5 0.7
H -1.842 3.666 -4.210 -0.8 -0.1 0.2
H -1.793 1.875 -4.035 -0.1 0.1 -0.1
H -2.065 2.660 -5.639 0.2 -0.3 0.0
H 0.903 -0.477 -3.483 -0.2 -0.2 -0.2
H -0.480 -0.595 -2.417 0.2 0.3 0.5
H -0.721 0.096 -3.955 0.1 -0.1 -0.4
H -1.164 2.147 -1.454 -0.3 -0.1 0.5
H -0.276 0.687 -0.763 -0.3 0.1 -0.1
H 0.503 2.253 -0.807 -0.3 0.2 0.2
H 2.992 0.879 -6.163 -0.1 -0.3 -0.3
H 1.933 -0.163 -5.204 -0.1 -0.2 -0.3
H 1.260 1.181 -6.214 -0.1 -0.3 0.1
H 3.872 2.388 -3.142 -0.7 0.5 -0.1
H 4.370 2.207 -4.794 -0.1 0.0 -0.3
H 4.093 0.849 -3.733 -0.3 -0.6 -0.3
O -1.020 2.798 4.782 0.0 0.0 -1.2
P -1.736 3.787 3.928 -0.7 3.2 1.1
N -0.917 4.414 2.565 0.2 0.6 0.3
C -1.472 5.506 1.712 -0.4 -0.6 1.5
C 0.080 3.643 1.885 0.2 -0.7 0.4
N -2.195 5.215 4.794 1.9 0.8 -2.8
C -1.162 6.307 5.036 0.6 -1.0 -1.0
C -3.182 5.150 5.810 -0.2 -0.6 0.9
N -3.182 3.274 3.230 1.8 -0.2 1.3
C -4.166 4.216 2.763 -1.4 -0.3 -0.4
C -3.039 1.975 2.586 0.1 -0.2 -0.5
H -0.681 6.135 1.303 0.1 -0.3 -0.1
H -2.112 6.131 2.335 0.0 0.0 -0.1
H -2.098 5.042 0.949 0.2 0.2 -0.4
H 0.940 4.241 1.584 0.1 0.2 0.1
H -0.316 3.189 0.977 -0.2 -0.1 -0.3
H 0.392 2.826 2.535 0.3 0.0 0.0
H -1.425 7.237 5.539 -1.2 -0.6 0.4
H -0.302 5.911 5.575 0.1 -0.1 0.1
H -0.795 6.705 4.090 0.1 -0.4 -0.2
H -3.494 6.163 6.064 0.0 -0.1 0.2
H -4.072 4.595 5.512 0.1 -0.2 0.0
H -2.659 4.650 6.625 -0.9 0.1 0.9
H -5.117 3.721 2.956 -0.4 0.3 0.1
H -4.181 5.209 3.212 0.4 -0.5 0.5
H -4.187 4.418 1.692 0.5 -0.3 -0.3
H -2.513 2.077 1.637 -0.6 0.3 -0.9
H -4.001 1.473 2.491 0.1 0.0 -0.2
H -2.321 1.295 3.046 -0.3 0.2 1.1
O -6.185 -0.547 1.633 0.9 -0.1 -1.3
P -6.011 -0.198 0.195 -1.2 1.6 -0.3
N -7.071 -1.079 -0.787 0.4 0.9 -1.1
C -7.458 -0.661 -2.204 0.8 -0.2 1.8
C -7.437 -2.478 -0.496 -0.5 0.5 0.5
N -4.411 -0.423 -0.405 0.4 0.2 0.6
C -3.362 -1.124 0.348 -0.1 -0.6 -1.0
C -3.870 0.081 -1.660 0.4 0.5 -0.3
N -6.361 1.475 -0.203 -0.2 -0.8 -0.7
C -7.787 1.972 -0.401 1.3 -0.4 -0.6
C -5.379 2.578 0.047 -0.7 -1.3 1.1
H -8.414 -1.142 -2.410 0.1 0.1 -0.2
H -6.670 -0.988 -2.882 -0.2 -0.1 -0.3
H -7.551 0.424 -2.248 0.0 -0.3 -0.2
H -6.721 -3.039 0.106 0.2 0.3 -0.1
H -7.648 -3.013 -1.422 0.3 0.1 0.0
H -8.362 -2.443 0.079 -0.1 -0.3 0.1
H -2.658 -0.436 0.815 -0.2 0.3 0.8
H -3.697 -1.975 0.940 -0.4 0.7 0.6
H -2.696 -1.628 -0.352 -0.1 -0.1 -0.6
H -2.825 0.385 -1.590 0.3 0.1 0.9
H -3.737 -0.681 -2.428 -0.8 -0.3 -0.2
H -4.303 1.005 -2.044 -0.8 -0.4 0.0
H -8.453 1.142 -0.635 0.0 0.0 0.8
H -8.139 2.648 0.379 0.0 -0.5 0.4
H -7.834 2.564 -1.315 0.4 0.2 -0.2
H -5.310 2.697 1.128 -0.2 0.3 -0.1
H -5.708 3.529 -0.373 -0.1 -0.2 -0.3
H -4.352 2.358 -0.245 -0.1 -0.2 -0.5
C 4.597 -1.312 0.813 0.2 1.7 -1.2
C 5.757 -0.924 0.106 0.4 -1.7 -0.3
C 6.773 -1.888 -0.077 -0.3 -0.2 1.6
C 6.658 -3.104 0.629 -1.5 0.3 0.0
C 5.500 -3.436 1.357 -0.5 0.4 -0.6
C 4.389 -2.534 1.357 2.1 -1.3 0.6
N 7.739 -4.106 0.520 1.5 -1.8 1.0
O 7.696 -5.104 1.298 -0.1 2.6 -2.1
O 8.658 -3.900 -0.286 -1.7 -0.2 1.2
H 3.777 -0.615 0.902 0.0 0.4 -0.1
H 5.827 0.029 -0.396 0.0 0.1 0.2
H 7.743 -1.758 -0.535 -0.2 0.5 -0.5
H 5.436 -4.400 1.840 0.1 0.0 0.0
H 3.451 -2.674 1.874 0.2 -0.6 0.1
C 4.730 3.593 -0.318 0.4 -0.5 -0.3
C 5.927 3.331 0.372 -0.6 -0.3 0.2
C 5.899 2.573 1.526 -1.8 -0.7 1.8
C 4.659 2.091 2.037 -0.1 1.1 -1.4
C 3.480 2.363 1.296 0.4 -1.0 1.9
C 3.507 3.050 0.114 1.2 0.6 -0.2
N 4.667 1.349 3.337 1.0 0.0 -0.5
O 5.661 0.683 3.532 -0.1 0.0 -0.1
O 3.771 1.452 4.153 -0.8 0.4 -0.4
H 4.784 4.157 -1.238 -0.1 0.1 -0.1
H 6.920 3.643 0.085 -0.2 0.5 -0.5
H 6.738 2.437 2.193 0.4 -0.1 -0.4
H 2.504 2.066 1.649 0.1 -0.4 0.4
H 2.566 3.148 -0.406 0.2 0.4 -0.4
```
Forces are in eV/Å.